Molecular formula: C26H50BrF5O7S
Method: DFT, the ωB97M-V functional and the def2-TZVPD basis

Geometry as ORCA input:
```
! wB97M-V def2-TZVPD RIJCOSX def2/J DEFGRID3
* xyz 0 1
C 5.566 1.304 -0.378
C 5.945 -0.192 -0.513
C 5.233 -0.913 -1.675
O 3.914 -0.446 -1.928
C 2.910 -1.446 -2.102
C 3.253 -2.500 -3.178
C 3.976 -1.980 -4.411
O 3.891 -2.460 -5.470
C 2.678 -2.236 -0.781
C 1.984 -1.428 0.317
C 2.807 -0.331 0.949
F 2.085 0.114 2.070
O 1.696 -0.776 -2.293
C 1.610 0.002 -3.477
S 0.602 -0.953 -4.699
C 0.916 1.347 -3.082
C 1.969 2.098 -2.224
C 2.097 3.605 -2.503
C 2.601 4.375 -1.255
Br 3.505 3.839 -3.900
O 0.772 2.059 -4.292
C -0.537 2.179 -4.829
C -0.374 2.567 -6.324
O -0.264 0.955 -2.435
C -0.891 1.833 -1.562
F -0.821 3.158 -1.909
C -0.523 1.663 -0.082
C -1.696 2.243 0.742
C -1.732 1.705 2.145
F -2.750 2.360 2.781
F -0.660 1.947 2.832
F -2.068 0.436 2.164
H 6.490 1.875 -0.293
H 5.027 1.482 0.549
H 5.032 1.655 -1.258
H 7.002 -0.218 -0.783
H 5.865 -0.757 0.415
H 5.834 -0.683 -2.563
H 5.326 -1.989 -1.521
H 2.334 -2.974 -3.512
H 3.901 -3.257 -2.732
H 4.601 -1.065 -4.295
H 1.970 -3.022 -1.062
H 3.578 -2.750 -0.444
H 1.764 -2.133 1.126
H 1.015 -1.047 0.011
H 3.760 -0.685 1.336
H 2.890 0.522 0.281
H 2.567 0.236 -3.939
H -0.183 -1.666 -3.865
H 2.939 1.692 -2.501
H 1.884 1.924 -1.155
H 1.213 4.054 -2.933
H 1.843 5.045 -0.853
H 2.952 3.642 -0.528
H 3.463 4.977 -1.525
H -1.112 1.257 -4.817
H -1.141 2.966 -4.369
H -1.084 2.010 -6.929
H -0.478 3.643 -6.446
H 0.633 2.275 -6.617
H -1.954 1.580 -1.610
H -0.445 0.610 0.179
H 0.343 2.258 0.197
H -1.623 3.325 0.837
H -2.670 2.036 0.299
C -2.474 0.777 5.595
C -2.989 -0.579 6.052
C -4.131 -1.060 5.169
O -3.431 -0.498 7.407
H -3.264 1.532 5.656
H -1.662 1.111 6.242
H -2.118 0.748 4.573
H -2.177 -1.306 6.029
H -4.974 -0.364 5.216
H -4.497 -2.029 5.511
H -3.814 -1.152 4.128
H -4.151 0.143 7.444
C -6.060 -4.890 4.285
C -7.001 -4.345 3.221
C -6.850 -2.839 3.071
O -8.350 -4.663 3.562
H -6.282 -4.447 5.260
H -6.184 -5.969 4.388
H -5.018 -4.680 4.038
H -6.796 -4.831 2.266
H -7.096 -2.329 4.006
H -7.534 -2.459 2.311
H -5.830 -2.571 2.788
H -8.549 -4.241 4.406
*
```

The largest force on an atom comes out at 3.38 eV Å⁻¹. Its SMILES is CCCO[C@@](CC=O)(CCCF)O[C@@H](S)[C@@](C[C@@H](C)Br)(OCC)O[C@H](F)CCC(F)(F)F.CC(C)O.CC(C)O. Its total energy is -5018.8305 Ha. Its energy relative to the best compared isomer or geometry (same formula, charge and spin) is 15.4 kcal per mole.

Here are the Mulliken charges for atoms 1 to 8, given in e: atom 1 (C): -0.7628, atom 2 (C): -0.7633, atom 3 (C): -0.4801, atom 4 (O): 0.0563, atom 5 (C): 0.2212, atom 6 (C): -0.8655, atom 7 (C): -0.1919, atom 8 (O): -0.4778